*i*
The following is a DFT calculation (the ωB97M-V functional and the def2-TZVPD basis) of an isolated molecule of C5H10S.

Cartesian coordinates (Å):
C 0.79 -0.69 1.22
C -1.16 0.47 -0.03
C 0.12 -1.52 0.14
C -1.33 -0.96 0.16
C 1.32 1.76 -0.59
S 0.51 0.93 0.90
H 1.71 -1.02 1.75
H -1.07 0.63 -1.08
H 0.37 -1.53 -0.92
H 0.22 -2.48 0.48
H -1.71 -1.33 1.11
H -1.82 -1.38 -0.77
H 2.16 2.40 -0.50
H 1.47 1.08 -1.43
H 0.49 2.44 -0.75
H -2.09 1.20 0.30

Summary:
charge: 0
LUMO: 0.84 eV
HOMO level: -0.2556 Eh
HOMO-LUMO gap: 7.799 eV

Mulliken atomic charge list, values in e, 2 entries: atom 1 (C): -0.36, atom 2 (C): -0.55


*ii*
The following is a DFT calculation (the ωB97M-V functional and the def2-TZVPD basis) of an isolated molecule of C5H10S.

Cartesian coordinates (Å):
C -1.11 -0.76 -1.70
C -0.67 -0.93 -0.40
C -0.76 0.16 0.58
S -1.89 -0.38 1.90
C 0.84 0.33 0.91
C 1.59 1.12 -0.21
H -1.67 0.16 -1.89
H -1.20 -1.58 -2.39
H -0.09 -1.82 -0.14
H -1.14 1.16 0.24
H -1.83 -1.68 1.71
H 0.99 0.93 1.81
H 1.43 -0.62 0.94
H 1.02 1.98 -0.52
H 1.95 0.34 -1.06
H 2.54 1.60 0.22

Summary:
charge: 0
LUMO: 0.98 eV
HOMO level: -0.3322 Eh
structure (SMILES): C=C[C@@H](S)CC
HOMO-LUMO gap: 10.018 eV

Mulliken atomic charge list, values in e, 2 entries: atom 1 (C): -0.86, atom 2 (C): -0.55


Ranking the structures above by energy, *ii* is first and the second is 42.2 kcal/mol behind.